[1]
{
  "formula": "C4H10IN2S",
  "method": "the ωB97M-V functional and the def2-TZVPD basis",
  "charge": 1,
  "e_lumo_ev": [-5.78, -5.78],
  "fmax_ev_per_a": 6.72,
  "relative_energy_ev": 3.052,
  "total_energy_ha": -963.4003,
  "spin_multiplicity": 1,
  "gap_ev": [6.9, 6.9],
  "species": ["C", "C", "C", "C", "N", "N", "S", "I", "H", "H", "H", "H", "H", "H", "H", "H", "H", "H"],
  "positions_angstrom": [[1.582, -0.122, -0.030], [-0.394, 1.292, 0.385], [0.264, 0.018, 0.289], [2.248, -1.402, -0.173], [0.539, 2.537, -0.778], [-0.483, -1.098, 0.696], [-1.796, 1.943, 0.784], [-4.340, -0.761, -0.066], [2.274, 0.683, -0.248], [2.954, -1.449, 0.691], [2.622, -1.294, -1.146], [1.537, -2.280, -0.241], [0.145, 3.472, -0.591], [0.270, 2.137, -1.651], [-1.410, -0.916, 0.681], [-3.505, -1.750, -1.042], [-0.286, -2.075, 0.666], [-2.220, 1.066, 1.774]]
}

[2]
{
  "formula": "C32H27ILiN5O8S",
  "method": "the ωB97M-V functional and the def2-TZVPD basis",
  "charge": -2,
  "e_lumo_ev": 3.20,
  "fmax_ev_per_a": 0.29,
  "relative_energy_ev": 0.000,
  "total_energy_ha": -2814.9830,
  "spin_multiplicity": 1,
  "gap_ev": 6.0,
  "species": ["Li", "C", "C", "C", "C", "N", "C", "C", "C", "C", "C", "C", "N", "C", "C", "C", "C", "C", "N", "H", "H", "H", "H", "H", "H", "H", "H", "H", "H", "H", "C", "C", "C", "C", "C", "C", "C", "S", "O", "O", "N", "C", "C", "C", "O", "O", "H", "H", "H", "H", "H", "H", "H", "H", "H", "H", "H", "H", "I", "O", "C", "O", "C", "C", "C", "C", "C", "C", "N", "O", "O", "H", "H", "H", "H"],
  "positions_angstrom": [[1.560, 1.343, -1.432], [1.050, 1.585, 3.078], [-0.221, 1.084, 3.307], [-0.959, 0.618, 2.229], [-0.401, 0.690, 0.957], [0.813, 1.195, 0.735], [1.523, 1.622, 1.775], [-1.103, 0.210, -0.270], [-2.479, 0.029, -0.359], [-3.008, -0.354, -1.582], [-2.173, -0.545, -2.670], [-0.806, -0.356, -2.489], [-0.306, 0.001, -1.315], [0.213, -0.495, -3.573], [-0.034, -1.175, -4.758], [0.985, -1.265, -5.692], [2.211, -0.687, -5.412], [2.372, -0.033, -4.196], [1.395, 0.059, -3.306], [1.641, 1.919, 3.920], [-0.597, 1.052, 4.323], [-1.940, 0.187, 2.378], [2.513, 1.995, 1.536], [-3.123, 0.233, 0.485], [-4.080, -0.467, -1.694], [-2.579, -0.786, -3.643], [-0.997, -1.631, -4.945], [0.823, -1.791, -6.625], [3.036, -0.743, -6.110], [3.317, 0.421, -3.914], [-0.986, -1.724, 5.478], [-0.126, -2.190, 4.337], [-0.639, -3.030, 3.349], [0.167, -3.519, 2.337], [1.509, -3.155, 2.297], [2.031, -2.293, 3.249], [1.213, -1.817, 4.265], [2.539, -3.856, 1.038], [3.900, -3.662, 1.445], [2.029, -5.176, 0.769], [2.296, -3.004, -0.325], [2.637, -1.565, -0.394], [4.045, -1.314, -0.897], [4.250, 0.133, -1.397], [5.259, 0.345, -2.085], [3.358, 0.973, -1.070], [-2.003, -1.516, 5.136], [-0.580, -0.825, 5.946], [-1.054, -2.497, 6.247], [-1.684, -3.318, 3.388], [-0.225, -4.202, 1.594], [3.077, -2.020, 3.203], [1.607, -1.135, 5.012], [1.392, -3.235, -0.714], [2.461, -1.082, 0.571], [1.922, -1.124, -1.083], [4.259, -1.986, -1.730], [4.788, -1.530, -0.126], [0.654, 1.545, 7.157], [-0.890, 2.448, -3.953], [-0.621, 2.756, -2.780], [0.498, 2.767, -2.215], [-1.822, 3.131, -1.900], [-3.105, 3.050, -2.431], [-4.214, 3.305, -1.645], [-4.013, 3.650, -0.317], [-2.747, 3.752, 0.239], [-1.650, 3.491, -0.568], [-5.187, 3.919, 0.526], [-6.293, 3.768, 0.034], [-5.003, 4.270, 1.675], [-3.199, 2.767, -3.471], [-5.219, 3.240, -2.034], [-2.636, 4.017, 1.280], [-0.642, 3.535, -0.176]]
}

[3]
{
  "formula": "C70H57Cl3CsN13O2S4",
  "method": "the ωB97M-V functional and the def2-TZVPD basis",
  "charge": -2,
  "e_lumo_ev": 3.01,
  "fmax_ev_per_a": 2.02,
  "relative_energy_ev": 0.000,
  "total_energy_ha": -6557.7201,
  "spin_multiplicity": 1,
  "gap_ev": 5.2,
  "species": ["Cs", "C", "C", "C", "C", "N", "C", "N", "C", "N", "C", "N", "C", "C", "C", "C", "C", "N", "C", "C", "C", "C", "C", "C", "H", "H", "H", "H", "H", "H", "H", "H", "H", "H", "H", "H", "S", "C", "N", "C", "C", "N", "C", "C", "C", "C", "C", "C", "C", "C", "S", "C", "C", "C", "C", "C", "C", "C", "H", "H", "H", "H", "H", "H", "H", "H", "H", "H", "H", "H", "H", "H", "H", "H", "H", "H", "Cl", "C", "C", "C", "C", "C", "Cl", "C", "S", "H", "H", "H", "N", "C", "C", "C", "C", "C", "C", "N", "C", "C", "C", "S", "C", "N", "H", "H", "H", "H", "H", "H", "H", "C", "C", "C", "C", "N", "C", "C", "H", "H", "H", "H", "H", "H", "H", "Cl", "C", "C", "C", "C", "C", "C", "C", "O", "O", "H", "H", "H", "H", "N", "C", "C", "C", "N", "C", "C", "H", "H", "H", "H", "H", "H"],
  "positions_angstrom": [[-1.872, 0.589, 1.175], [-5.509, 1.402, 2.758], [-4.943, 2.481, 3.429], [-4.395, 3.511, 2.699], [-4.423, 3.449, 1.296], [-4.956, 2.409, 0.650], [-5.484, 1.422, 1.376], [-4.029, 4.575, 0.587], [-3.282, 4.560, -0.460], [-2.503, 3.574, -1.013], [-1.941, 4.083, -2.136], [-1.145, 3.605, -3.051], [-0.642, 2.319, -3.102], [0.221, 2.067, -4.190], [0.771, 0.817, -4.352], [0.464, -0.174, -3.426], [-0.392, 0.155, -2.391], [-0.941, 1.360, -2.219], [-2.344, 5.518, -2.317], [-2.028, 6.458, -3.279], [-2.570, 7.732, -3.134], [-3.403, 8.039, -2.057], [-3.716, 7.079, -1.099], [-3.165, 5.822, -1.255], [-5.936, 0.561, 3.288], [-4.920, 2.509, 4.512], [-3.939, 4.368, 3.175], [-5.895, 0.595, 0.804], [0.422, 2.881, -4.874], [1.435, 0.613, -5.186], [0.871, -1.175, -3.489], [-0.656, -0.598, -1.658], [-1.381, 6.196, -4.107], [-2.345, 8.500, -3.866], [-3.812, 9.040, -1.970], [-4.365, 7.293, -0.259], [2.105, -2.109, -0.515], [3.591, -1.744, -1.083], [4.702, -2.481, -0.818], [5.991, -2.039, -1.316], [5.824, -1.657, -2.765], [4.839, -0.597, -2.852], [5.064, 0.418, -3.871], [6.264, 1.279, -3.558], [7.347, 1.342, -4.425], [8.457, 2.122, -4.119], [8.489, 2.843, -2.936], [7.410, 2.782, -2.062], [6.304, 2.006, -2.368], [3.826, -0.497, -1.950], [2.897, 0.822, -1.738], [4.702, -3.474, 0.259], [4.963, -2.834, 1.602], [3.897, -2.443, 2.412], [4.132, -1.786, 3.611], [5.432, -1.520, 4.019], [6.500, -1.925, 3.230], [6.262, -2.580, 2.030], [6.697, -2.864, -1.220], [6.378, -1.189, -0.740], [5.524, -2.528, -3.359], [6.768, -1.276, -3.160], [4.159, 1.021, -3.931], [5.211, -0.088, -4.831], [7.323, 0.776, -5.350], [9.294, 2.162, -4.805], [9.351, 3.451, -2.694], [7.425, 3.346, -1.138], [5.456, 1.962, -1.694], [5.477, -4.205, 0.021], [3.737, -3.974, 0.256], [2.883, -2.659, 2.098], [3.293, -1.485, 4.226], [5.612, -1.008, 4.956], [7.517, -1.734, 3.550], [7.099, -2.902, 1.418], [-0.579, -2.998, 1.571], [-1.158, -3.954, 2.917], [-1.219, -3.290, 4.128], [-1.717, -3.938, 5.249], [-2.148, -5.249, 5.118], [-2.076, -5.884, 3.891], [-2.669, -7.532, 3.845], [-1.583, -5.290, 2.704], [-1.546, -6.094, 1.185], [-0.931, -2.247, 4.168], [-1.786, -3.421, 6.198], [-2.552, -5.790, 5.963], [-4.969, -2.470, -2.223], [-4.832, -1.498, -3.197], [-4.999, -1.506, -4.577], [-4.734, -0.319, -5.240], [-4.317, 0.834, -4.554], [-4.154, 0.837, -3.181], [-4.420, -0.351, -2.503], [-4.272, -0.632, -1.158], [-4.588, -1.888, -1.039], [-4.579, -2.574, 0.254], [-5.249, -3.694, 0.646], [-4.982, -3.961, 2.313], [-4.005, -2.549, 2.374], [-3.862, -1.951, 1.236], [-5.082, -3.457, -2.368], [-5.303, -2.397, -5.114], [-4.843, -0.281, -6.317], [-4.104, 1.735, -5.114], [-3.807, 1.704, -2.630], [-5.871, -4.349, 0.059], [-3.524, -2.200, 3.279], [-1.080, -6.282, -4.740], [-1.321, -5.065, -3.889], [-1.540, -3.814, -4.452], [-1.770, -2.725, -3.620], [-1.797, -2.811, -2.294], [-1.588, -4.013, -1.751], [-1.348, -5.153, -2.502], [-0.870, -6.006, -5.774], [-1.955, -6.937, -4.738], [-0.240, -6.864, -4.360], [-1.532, -3.678, -5.528], [-1.943, -1.740, -4.044], [-1.611, -4.079, -0.668], [-1.179, -6.093, -1.989], [-3.766, 3.082, 9.643], [-3.302, 2.452, 8.072], [-2.698, 3.298, 7.158], [-2.332, 2.791, 5.920], [-2.571, 1.461, 5.597], [-3.178, 0.634, 6.533], [-3.549, 1.122, 7.779], [-2.180, 0.920, 4.221], [-2.459, -0.276, 3.986], [-1.611, 1.727, 3.453], [-2.522, 4.334, 7.416], [-1.861, 3.415, 5.171], [-3.356, -0.397, 6.257], [-4.023, 0.485, 8.514], [4.826, 3.393, 2.693], [3.680, 2.699, 2.297], [3.647, 1.307, 2.303], [2.503, 0.669, 1.857], [1.420, 1.301, 1.415], [1.457, 2.630, 1.421], [2.550, 3.371, 1.842], [5.408, 2.892, 3.345], [4.655, 4.339, 2.992], [4.499, 0.726, 2.638], [2.460, -0.415, 1.840], [0.568, 3.133, 1.051], [2.516, 4.454, 1.812]]
}